w:
Molecular formula: C7H9NO2
Method: DFT, the ωB97M-V functional and the def2-TZVPD basis

```
! RIJCOSX wB97M-V def2-TZVPD def2/J DEFGRID3
* xyz 0 1
C -2.576 -0.223 0.937
C -1.765 0.031 -0.429
C -0.286 0.013 -0.298
C 0.507 1.162 -0.177
C 1.981 0.725 -0.128
C 2.020 -0.779 -0.237
C 0.494 -1.211 -0.203
H -2.396 0.980 1.621
H -2.203 -1.193 1.289
H -3.619 -0.080 0.560
H 0.834 3.048 -0.305
H 2.328 1.119 0.830
H 2.408 1.044 -0.867
H 2.425 -1.264 0.776
H 2.639 -1.326 -0.915
H -0.689 -2.369 -0.554
N 0.144 -2.366 -0.328
O -2.376 0.326 -1.445
O 0.132 2.363 -0.128
*
```

## Properties
**E_HOMO**: -8.8 eV
**Molar mass**: 139.15 g mol⁻¹

x:
Molecular formula: C7H9NO2
Method: DFT, the ωB97M-V functional and the def2-TZVPD basis

```
! RIJCOSX wB97M-V def2-TZVPD def2/J DEFGRID3
* xyz 0 1
C -0.565 1.698 -0.588
C 0.692 1.919 0.170
C -0.401 -0.710 1.682
C 0.767 -1.360 1.225
C 1.141 -1.692 0.024
C 0.079 -1.446 -0.868
C -1.162 -1.041 -0.434
H -1.275 1.059 -2.194
H 0.505 2.563 1.041
H 1.192 0.984 0.444
H 1.416 2.458 -0.486
H -0.623 -0.428 2.737
H 1.656 -1.693 2.020
H 2.001 -2.387 -0.219
H 0.044 -1.598 -2.016
H -1.937 -0.804 -1.307
N -1.487 -0.640 0.786
O -1.659 2.039 -0.253
O -0.384 1.079 -1.763
*
```

## Properties
**E_HOMO**: -9.4 eV
**SMILES**: c1ccncc1.CC(=O)O
**Molar mass**: 139.15 g mol⁻¹

Ranked by calculated energy, most stable first: x, w.

w:
Molecular formula: C2H4NO3S2
Method: DFT, the ωB97M-V functional and the def2-TZVPD basis

```
! RIJCOSX wB97M-V def2-TZVPD def2/J DEFGRID3
* xyz -1 1
C -1.197 -0.676 0.106
C 0.583 -0.551 0.709
N -1.579 0.306 -0.601
O 0.042 2.080 0.148
O -1.823 -1.577 0.659
O 2.126 1.036 -0.733
S 1.588 -1.758 -0.193
S 1.259 1.255 0.480
H 0.493 -0.952 1.766
H -1.015 1.246 -0.546
H -2.567 0.409 -0.676
H 2.088 -0.817 -1.119
*
```

## Properties
**E_HOMO**: -3.8 eV
**Molar mass**: 154.19 g mol⁻¹

x:
Molecular formula: C2H4NO3S2
Method: DFT, the ωB97M-V functional and the def2-TZVPD basis

```
! RIJCOSX wB97M-V def2-TZVPD def2/J DEFGRID3
* xyz -1 1
C 0.077 -0.650 -0.847
C 0.833 0.416 -0.530
N 0.150 -1.672 0.137
O -1.913 2.037 1.601
O -0.529 -0.848 -1.890
O -1.352 -0.292 2.019
S 1.162 1.743 -1.650
S -1.793 0.711 1.112
H 1.364 0.613 0.508
H -0.129 -1.366 1.133
H -0.403 -2.528 -0.156
H 2.534 1.835 -1.437
*
```

## Properties
**E_HOMO (spin up / spin down)**: -2.8 / -2.8 eV
**Molar mass**: 154.19 g mol⁻¹

Ranked by calculated energy, most stable first: w, x.

w:
Molecular formula: C4H9BrN
Method: DFT, the ωB97M-V functional and the def2-TZVPD basis

```
! RIJCOSX wB97M-V def2-TZVPD def2/J DEFGRID3
* xyz 1 1
C -0.501 -0.421 -1.022
C -0.334 -0.405 0.409
C 1.918 0.056 -0.582
C -1.324 0.370 1.201
N 0.460 0.430 -0.484
Br -2.898 -0.804 1.610
H -0.245 -1.256 -1.580
H -1.552 -0.028 -1.273
H 0.045 -1.235 1.053
H 1.989 -1.068 -0.323
H 2.298 0.261 -1.501
H 2.386 0.783 0.185
H -1.648 1.298 0.610
H -0.926 0.652 2.105
H 0.333 1.367 -0.408
*
```

## Properties
**E_HOMO**: -14.2 eV
**SMILES**: C[N@H+]1C[C@@H]1CBr
**Molar mass**: 151.03 g mol⁻¹

x:
Molecular formula: C4H9BrN
Method: DFT, the ωB97M-V functional and the def2-TZVPD basis

```
! RIJCOSX wB97M-V def2-TZVPD def2/J DEFGRID3
* xyz 1 1
C -0.587 -1.491 -0.892
C -0.793 -1.736 0.654
C -1.320 -0.561 -0.051
C 0.519 1.628 -0.273
N 0.259 0.919 0.830
Br -2.870 0.363 -0.153
H 0.413 -1.294 -1.207
H -1.289 -2.198 -1.571
H -1.421 -2.616 0.961
H -0.086 -1.667 1.459
H 1.175 0.980 -1.035
H -0.469 1.851 -0.769
H 1.163 2.578 -0.182
H -0.159 1.322 1.651
H 1.041 0.312 1.130
*
```

## Properties
**E_HOMO (spin up / spin down)**: -14.6 / -14.6 eV
**Molar mass**: 151.03 g mol⁻¹

Ranked by calculated energy, most stable first: w, x.

w:
Molecular formula: C4H11NO
Method: DFT, the ωB97M-V functional and the def2-TZVPD basis

```
! RIJCOSX wB97M-V def2-TZVPD def2/J DEFGRID3
* xyz 1 2
C 1.095 -0.205 2.035
C -0.437 -0.180 2.035
O -1.195 0.651 2.458
N -1.068 -1.514 2.011
H 1.505 -0.945 2.731
H 1.609 0.700 2.454
H -2.056 -1.567 1.954
H -0.678 -2.240 1.385
H 1.412 -0.288 0.969
C -0.343 1.185 -1.776
C 0.351 0.171 -2.723
H -1.095 0.655 -1.124
H 0.199 1.791 -1.118
H -0.805 2.101 -2.229
H 0.725 -0.660 -2.120
H -0.309 -0.211 -3.490
H 1.089 0.556 -3.452
*
```

## Properties
**⟨S²⟩**: 0.76
**E_HOMO (spin up / spin down)**: -14.4 / -14.4 eV
**Molar mass**: 89.14 g mol⁻¹

x:
Molecular formula: C4H11NO
Method: DFT, the ωB97M-V functional and the def2-TZVPD basis

```
! RIJCOSX wB97M-V def2-TZVPD def2/J DEFGRID3
* xyz 1 2
C -0.942 -1.321 2.445
C -1.075 -0.755 1.005
C 0.262 -0.393 0.535
C 0.806 -0.493 -0.739
N 2.055 -0.307 -1.132
H -1.796 -1.980 2.598
H -0.923 -0.474 3.130
H -0.037 -1.899 2.604
H -1.559 -1.505 0.370
H -1.731 0.126 0.960
H 0.867 0.122 1.288
H 0.201 -0.748 -1.606
H 2.253 -0.300 -2.127
H 2.819 -0.081 -0.509
H -0.988 3.821 -3.043
H 0.264 3.039 -3.188
O -0.475 3.148 -2.591
*
```

## Properties
**⟨S²⟩**: 0.76
**E_HOMO (spin up / spin down)**: -14.4 / -14.5 eV
**Molar mass**: 89.14 g mol⁻¹

y:
Molecular formula: C4H11NO
Method: DFT, the ωB97M-V functional and the def2-TZVPD basis

```
! RIJCOSX wB97M-V def2-TZVPD def2/J DEFGRID3
* xyz 1 2
C 0.150 -1.900 1.256
C 0.105 -0.602 0.902
N -0.972 -0.003 0.407
C -1.037 1.451 0.432
C -0.421 2.094 -0.777
H 1.070 -2.370 1.499
H -0.570 -2.640 1.058
H 1.070 -0.101 1.227
H -1.772 -0.483 0.053
H -2.019 1.679 0.671
H -0.375 1.633 1.312
H 0.408 2.672 -0.583
H 0.028 1.198 -1.240
H -1.146 2.458 -1.498
H 2.292 -1.623 -2.245
H 1.105 -1.688 -1.174
O 2.083 -1.775 -1.301
*
```

## Properties
**⟨S²⟩**: 0.77
**E_HOMO (spin up / spin down)**: -15.2 / -15.2 eV
**Molar mass**: 89.14 g mol⁻¹

Ranked by calculated energy, most stable first: x, y, w.

w:
Molecular formula: C9H14N
Method: DFT, the ωB97M-V functional and the def2-TZVPD basis

```
! RIJCOSX wB97M-V def2-TZVPD def2/J DEFGRID3
* xyz 1 1
C 1.255 1.409 -0.736
C 0.733 1.783 0.444
C -2.706 0.266 0.650
C 2.629 -0.726 -0.759
C 1.306 -1.277 -1.282
C 1.357 -0.068 -0.312
C 0.853 0.390 0.945
C 0.612 -0.207 2.232
C -1.741 0.046 -1.506
N -1.680 0.146 -0.114
H 1.489 1.974 -1.581
H 0.668 2.705 0.999
H -3.733 0.630 0.216
H -2.745 0.196 1.751
H 3.246 -1.200 -0.018
H 3.309 -0.117 -1.334
H 0.955 -1.213 -2.258
H 0.943 -2.122 -0.744
H 0.029 0.328 2.941
H 1.550 -0.474 2.669
H 0.037 -1.055 2.034
H -2.478 0.867 -2.002
H -2.139 -0.880 -1.842
H -0.841 0.429 -2.012
*
```

## Properties
**E_HOMO (spin up / spin down)**: -13.1 / -13.1 eV
**Molar mass**: 136.22 g mol⁻¹

x:
Molecular formula: C9H14N
Method: DFT, the ωB97M-V functional and the def2-TZVPD basis

```
! RIJCOSX wB97M-V def2-TZVPD def2/J DEFGRID3
* xyz 1 1
C 0.497 -0.402 1.830
C 1.613 -0.679 1.119
C 1.024 -1.604 -1.099
C -0.285 -1.697 -0.431
C -1.008 -0.382 1.416
C 1.888 -1.160 -0.237
C -0.786 -0.511 -0.005
C -1.662 1.232 -1.394
C 0.329 1.792 -0.112
N -0.375 0.679 -0.865
H 0.369 -0.277 2.917
H 2.597 -0.645 1.621
H 1.064 -2.211 -2.019
H -0.758 -2.609 -0.103
H -1.562 -1.364 1.803
H -1.499 0.540 1.972
H 2.960 -1.001 -0.358
H -1.455 2.053 -2.035
H -2.249 0.504 -2.009
H -2.365 1.386 -0.526
H 1.410 1.638 -0.315
H -0.002 2.759 -0.555
H 0.175 1.864 0.980
H 0.079 0.095 -1.594
*
```

## Properties
**E_HOMO**: -13.0 eV
**SMILES**: C[NH+](C)C1=CC=CC=CC1
**Molar mass**: 136.22 g mol⁻¹

Ranked by calculated energy, most stable first: x, w.

w:
Molecular formula: C5H4O3
Method: DFT, the ωB97M-V functional and the def2-TZVPD basis

```
! RIJCOSX wB97M-V def2-TZVPD def2/J DEFGRID3
* xyz 0 1
C -0.040 -0.778 1.356
C -0.774 -0.609 0.021
C -0.933 0.810 -0.435
O -1.005 -1.533 -0.742
O 0.682 -1.888 1.405
C 0.301 0.888 -1.264
C 1.336 1.238 -1.778
O -0.106 0.032 2.244
H 1.072 -2.014 2.286
H -1.793 0.909 -1.100
H -0.906 1.501 0.407
H 2.163 1.444 -2.400
*
```

## Properties
**E_HOMO**: -10.1 eV
**SMILES**: C#CCC(=O)C(=O)O
**Molar mass**: 112.08 g mol⁻¹

x:
Molecular formula: C5H4O3
Method: DFT, the ωB97M-V functional and the def2-TZVPD basis

```
! RIJCOSX wB97M-V def2-TZVPD def2/J DEFGRID3
* xyz 0 1
C 2.276 1.922 -0.946
C 1.806 0.868 -0.124
C 0.416 0.394 -0.480
C -0.379 -0.429 0.691
C -1.861 -0.732 0.236
H 3.247 2.403 -0.756
H 1.680 2.044 -1.820
H 2.412 0.516 0.682
H -2.314 0.123 -0.584
O -0.068 0.437 -1.643
O 0.214 -1.024 1.556
O -2.467 -1.566 0.864
*
```

## Properties
**E_HOMO**: -9.6 eV
**SMILES**: C=CC(=O)C(=O)C=O
**Molar mass**: 112.08 g mol⁻¹

y:
Molecular formula: C5H4O3
Method: DFT, the ωB97M-V functional and the def2-TZVPD basis

```
! RIJCOSX wB97M-V def2-TZVPD def2/J DEFGRID3
* xyz 0 1
C 0.711 0.020 0.710
C 0.669 -1.170 -0.516
C -0.888 -0.853 -1.110
C -1.561 0.234 -0.543
C -0.603 0.808 0.500
H 1.775 1.978 0.599
H 1.001 -0.328 1.726
H -1.030 -1.746 -1.792
H -2.603 0.374 -0.599
O 1.766 0.955 0.522
O 1.390 -2.094 -0.844
O -0.626 1.821 1.348
*
```

## Properties
**E_HOMO**: -9.6 eV
**SMILES**: O=C1C=CC(=O)C1O
**Molar mass**: 112.08 g mol⁻¹

Ranked by calculated energy, most stable first: w, x, y.

w:
Molecular formula: C3HO3
Method: DFT, the ωB97M-V functional and the def2-TZVPD basis

```
! RIJCOSX wB97M-V def2-TZVPD def2/J DEFGRID3
* xyz -1 1
C -0.141 0.189 -0.234
C -1.219 -0.587 -0.067
C 1.125 0.614 -0.021
O 1.875 1.515 0.220
O -1.722 -1.640 0.245
O -1.586 0.737 0.103
H 1.669 -0.827 -0.246
*
```

## Properties
**E_HOMO**: -3.8 eV
**Molar mass**: 85.04 g mol⁻¹

x:
Molecular formula: C3HO3
Method: DFT, the ωB97M-V functional and the def2-TZVPD basis

```
! RIJCOSX wB97M-V def2-TZVPD def2/J DEFGRID3
* xyz -1 1
C 0.475 -0.567 1.831
C -0.489 0.681 -0.730
C -0.368 0.159 -1.843
O -0.335 -0.600 -2.836
O 1.121 0.377 1.985
O -0.065 -1.596 1.823
H -0.341 1.546 -0.230
*
```

## Properties
**E_HOMO**: -2.7 eV
**Molar mass**: 85.04 g mol⁻¹

Ranked by calculated energy, most stable first: x, w.

w:
Molecular formula: C3H4O3S
Method: DFT, the ωB97M-V functional and the def2-TZVPD basis

```
! RIJCOSX wB97M-V def2-TZVPD def2/J DEFGRID3
* xyz 0 1
C -0.740 -1.259 -0.045
C 0.641 -1.028 -0.368
C 1.234 0.327 -0.311
O -2.711 1.347 -0.423
O -1.690 1.369 1.719
O 0.138 -1.707 0.781
S -2.524 0.613 0.801
H 1.098 -1.656 -1.128
H 0.944 0.896 -1.074
H 2.264 0.170 -0.616
H 1.347 0.928 0.665
*
```

## Properties
**E_HOMO**: -10.1 eV
**Molar mass**: 120.13 g mol⁻¹

x:
Molecular formula: C3H4O3S
Method: DFT, the ωB97M-V functional and the def2-TZVPD basis

```
! RIJCOSX wB97M-V def2-TZVPD def2/J DEFGRID3
* xyz 0 1
C 1.393 0.317 -0.042
C 0.397 -0.692 0.464
C -1.692 -0.121 -0.514
H 0.005 1.573 0.026
H 0.009 -0.390 1.440
H 0.899 -1.666 0.617
H -2.503 -0.484 -1.062
O 0.914 1.545 -0.219
O -0.662 -0.975 -0.465
O -1.720 0.925 0.061
S 2.958 -0.032 -0.306
*
```

## Properties
**E_HOMO**: -9.0 eV
**SMILES**: O=COCC(O)=S
**Molar mass**: 120.13 g mol⁻¹

Ranked by calculated energy, most stable first: x, w.

w:
Molecular formula: C2H2O2Rh
Method: DFT, the ωB97M-V functional and the def2-TZVPD basis

```
! RIJCOSX wB97M-V def2-TZVPD def2/J DEFGRID3
* xyz 1 5
H -1.238 -0.139 -0.940
O 0.980 -1.008 0.208
C -0.333 -0.620 0.166
C -0.648 0.745 -0.098
O 0.368 1.552 -0.365
H -1.036 -1.123 0.852
Rh 1.906 0.593 0.178
*
```

## Properties
**⟨S²⟩**: 6.01
**E_HOMO (spin up / spin down)**: -14.7 / -16.0 eV
**Molar mass**: 160.94 g mol⁻¹

x:
Molecular formula: C2H2O2Rh
Method: DFT, the ωB97M-V functional and the def2-TZVPD basis

```
! RIJCOSX wB97M-V def2-TZVPD def2/J DEFGRID3
* xyz 1 5
H -1.324 -1.559 0.671
C -1.394 -0.591 0.192
C -1.529 0.537 -0.235
H -1.708 1.560 -0.542
O 2.458 -0.791 -0.183
O 2.609 0.646 0.304
Rh 0.889 0.197 -0.207
*
```

## Properties
**⟨S²⟩**: 6.02
**E_HOMO (spin up / spin down)**: -15.2 / -16.5 eV
**Molar mass**: 160.94 g mol⁻¹

Ranked by calculated energy, most stable first: w, x.

w:
Molecular formula: C7H13N4
Method: DFT, the ωB97M-V functional and the def2-TZVPD basis

```
! RIJCOSX wB97M-V def2-TZVPD def2/J DEFGRID3
* xyz 1 1
C -0.259 0.212 0.612
C -1.223 1.177 0.394
C -0.781 -0.992 0.119
C 0.981 0.469 1.331
C 1.722 0.751 -0.869
C -0.090 -2.313 -0.067
C -3.473 1.097 -0.633
N -2.052 -0.815 -0.283
N -2.312 0.468 -0.066
N 2.318 -0.251 -1.505
N 2.223 0.808 0.517
H 0.791 1.274 2.059
H 1.163 -0.466 1.882
H -1.372 2.239 0.789
H 0.071 -2.465 -1.089
H 0.885 -2.236 0.344
H -0.696 -3.108 0.492
H -4.273 1.188 0.061
H -3.220 2.050 -1.130
H -3.987 0.582 -1.413
H 1.762 -0.554 -2.333
H 3.046 -0.985 -1.276
H 2.528 1.815 0.594
H 2.987 0.088 0.611
*
```

## Properties
**E_HOMO**: -12.4 eV
**Molar mass**: 153.21 g mol⁻¹

x:
Molecular formula: C7H13N4
Method: DFT, the ωB97M-V functional and the def2-TZVPD basis

```
! RIJCOSX wB97M-V def2-TZVPD def2/J DEFGRID3
* xyz 1 1
C 1.500 -0.356 0.145
C 1.150 0.974 0.161
C 2.906 -0.493 -0.015
C -0.184 1.510 0.196
C -1.254 -0.746 0.723
C -1.815 -2.018 0.175
C -2.613 1.070 -0.358
N 3.272 0.758 -0.159
N 2.293 1.619 -0.015
N 3.670 -1.616 0.060
N -1.262 0.436 -0.252
H -0.635 1.921 1.195
H -0.255 2.310 -0.540
H -1.151 -0.625 1.751
H -1.541 -2.218 -0.829
H -2.952 -2.045 0.127
H -1.518 -2.941 0.690
H -2.497 1.935 -1.047
H -3.339 0.436 -0.747
H -2.912 1.512 0.567
H 2.455 2.584 -0.460
H 3.190 -2.428 0.211
H 4.565 -1.634 -0.270
H -1.072 0.055 -1.310
*
```

## Properties
**E_HOMO (spin up / spin down)**: -11.6 / -11.7 eV
**Molar mass**: 153.21 g mol⁻¹

Ranked by calculated energy, most stable first: w, x.

w:
Molecular formula: C4H9O
Method: DFT, the ωB97M-V functional and the def2-TZVPD basis

```
! RIJCOSX wB97M-V def2-TZVPD def2/J DEFGRID3
* xyz -1 1
C 2.475 -1.581 -0.381
O 1.237 -1.966 -0.032
H 3.383 -2.422 -0.258
H 2.473 -1.176 -1.393
H 3.124 -0.674 0.029
C -0.715 0.378 0.977
C -1.317 1.391 -0.003
C -2.526 1.347 -0.626
H -1.224 0.386 1.972
H -0.756 -0.657 0.758
H 0.425 0.560 1.297
H -0.450 1.860 -0.541
H -2.840 1.993 -1.451
H -3.289 0.562 -0.348
*
```

## Properties
**E_HOMO**: -2.1 eV
**Molar mass**: 73.11 g mol⁻¹

x:
Molecular formula: C4H9O
Method: DFT, the ωB97M-V functional and the def2-TZVPD basis

```
! RIJCOSX wB97M-V def2-TZVPD def2/J DEFGRID3
* xyz -1 1
C 2.700 0.697 -0.352
O 1.941 1.705 0.058
H 2.125 -0.341 -0.525
H 3.407 0.365 0.476
H 3.189 0.748 -1.352
C -0.940 0.341 0.846
C -1.381 -0.939 0.213
C -2.415 -0.985 -0.609
H -1.368 0.725 1.791
H -1.022 1.183 0.148
H 0.147 0.283 1.029
H -0.699 -1.780 0.322
H -2.770 -1.908 -1.068
H -2.915 -0.095 -0.979
*
```

## Properties
**E_HOMO**: -1.9 eV
**Molar mass**: 73.11 g mol⁻¹

Ranked by calculated energy, most stable first: x, w.

w:
Molecular formula: C6H10OS
Method: DFT, the ωB97M-V functional and the def2-TZVPD basis

```
! RIJCOSX wB97M-V def2-TZVPD def2/J DEFGRID3
* xyz 0 1
C -2.634 0.178 -0.552
C -0.606 -0.498 0.622
C 0.250 -1.408 -0.261
C 1.345 1.050 0.291
C 0.300 1.663 -0.545
C -0.053 0.875 0.662
H -2.899 1.263 -0.342
H -3.583 -0.503 -0.866
H -1.954 0.262 -1.503
H -0.539 -0.763 1.662
H -0.043 -1.484 -1.280
H 0.330 -2.448 0.106
H 2.018 1.687 0.797
H 0.011 1.140 -1.446
H 0.254 2.693 -0.445
H -0.437 1.517 1.495
O -2.034 -0.618 0.477
S 1.969 -0.599 -0.207
*
```

## Properties
**E_HOMO**: -8.5 eV
**SMILES**: CO[C@H]1CS[C@H]2C[C@@H]12
**Molar mass**: 130.21 g mol⁻¹

x:
Molecular formula: C6H10OS
Method: DFT, the ωB97M-V functional and the def2-TZVPD basis

```
! RIJCOSX wB97M-V def2-TZVPD def2/J DEFGRID3
* xyz 0 1
C 1.692 1.133 -0.713
C 0.014 -0.430 -0.079
C -0.122 0.039 1.401
C -2.750 0.123 -0.371
C 0.986 -1.368 -0.133
C 2.002 -2.017 -0.268
H 1.908 1.693 -1.540
H 1.672 1.882 0.096
H 2.226 0.108 -0.606
H -0.796 0.822 1.836
H -0.166 -0.800 2.039
H 0.925 0.640 1.631
H -3.408 0.058 -1.393
H -3.505 0.040 0.603
H -2.367 1.385 -0.246
H 2.869 -2.728 -0.669
O 0.364 0.640 -0.986
S -1.545 -1.220 -0.604
*
```

## Properties
**E_HOMO**: -8.8 eV
**SMILES**: C#C[C@@](C)(OC)SC
**Molar mass**: 130.21 g mol⁻¹

Ranked by calculated energy, most stable first: w, x.